{
  "formula": "C24H20BrClCrNO6S",
  "method": "ωB97M-V/def2-TZVPD",
  "gap_ev": [7.905, 8.048],
  "lumo_ev": [-0.93, -0.80],
  "largest_force_ev_per_a": 0.64,
  "homo_ev": [-8.8, -8.8],
  "de_lowest_kj_mol": 0.00,
  "s2": 0.76,
  "spin_multiplicity": 2,
  "species": ["Cr", "O", "Cl", "O", "O", "O", "C", "C", "C", "C", "C", "C", "C", "C", "S", "C", "N", "C", "C", "C", "C", "C", "C", "C", "C", "H", "H", "H", "H", "H", "H", "H", "H", "H", "H", "H", "H", "H", "H", "H", "H", "Br", "C", "C", "C", "C", "C", "C", "C", "O", "O", "H", "H", "H", "H"],
  "positions_angstrom": [[0.2900, 2.5885, 0.5285], [3.2643, 1.7364, 2.1017], [2.2301, 2.6553, 2.3876], [2.2804, 3.1964, 3.6795], [0.9000, 1.8932, 2.2108], [2.1183, 3.6809, 1.3485], [0.4533, -4.3110, -0.3482], [0.3602, -3.3718, 0.8626], [-0.0347, -4.1792, 2.1067], [1.7370, -2.7556, 1.1004], [-0.7054, -2.3081, 0.6004], [-2.0335, -2.7127, 0.3474], [-3.0549, -1.8136, 0.1339], [-2.7480, -0.4558, 0.1709], [-3.7852, 0.9311, -0.0213], [-2.4332, 1.9630, 0.2295], [-1.3000, 1.3407, 0.4220], [-1.4432, -0.0348, 0.4062], [-0.4185, -0.9579, 0.6204], [-2.4232, 3.4217, 0.2672], [-3.5503, 4.2175, 0.1188], [-3.4049, 5.5951, 0.1940], [-2.1529, 6.1555, 0.4098], [-1.0293, 5.3456, 0.5497], [-1.1449, 3.9635, 0.4822], [1.2111, -5.0764, -0.1697], [0.7346, -3.7569, -1.2451], [-0.4933, -4.8165, -0.5422], [0.7234, -4.9371, 2.3135], [-0.9889, -4.6899, 1.9730], [-0.1177, -3.5314, 2.9810], [2.4630, -3.5502, 1.2798], [1.7429, -2.0973, 1.9715], [2.0777, -2.1868, 0.2336], [-2.2660, -3.7689, 0.3227], [-4.0638, -2.1545, -0.0545], [0.5809, -0.5941, 0.8150], [-4.5276, 3.7813, -0.0520], [-4.2702, 6.2348, 0.0829], [-2.0542, 7.2323, 0.4655], [-0.0595, 5.8022, 0.7097], [4.2125, -3.4794, -2.7754], [3.0780, -1.9838, -2.5473], [1.8171, -1.9971, -3.1256], [0.9791, -0.9140, -2.9317], [1.3960, 0.1703, -2.1661], [2.6667, 0.1709, -1.6017], [3.5169, -0.9076, -1.7933], [0.4377, 1.3022, -1.9652], [-0.6283, 1.3600, -2.5234], [0.8726, 2.2443, -1.1200], [1.4981, -2.8460, -3.7143], [-0.0125, -0.8939, -3.3634], [2.9976, 1.0152, -1.0123], [4.5046, -0.9156, -1.3542]],
  "forces_ev_per_angstrom": [[0.1, 0.2, 0.0], [0.2, 0.1, 0.1], [-0.2, -0.4, -0.4], [0.0, 0.2, 0.2], [0.1, 0.1, 0.1], [-0.3, -0.1, 0.0], [0.0, 0.0, 0.0], [0.0, 0.0, 0.0], [0.0, 0.0, 0.0], [0.0, 0.0, 0.0], [0.0, -0.1, 0.0], [0.0, 0.0, 0.0], [0.0, 0.0, 0.0], [-0.1, 0.1, 0.0], [0.1, 0.0, 0.0], [0.0, -0.1, 0.0], [-0.1, 0.1, 0.0], [0.1, -0.1, 0.0], [0.0, 0.0, 0.0], [0.0, 0.0, 0.0], [0.0, 0.0, 0.0], [0.0, 0.0, 0.0], [0.0, 0.0, 0.0], [0.0, 0.0, 0.0], [0.0, 0.0, 0.0], [0.0, 0.0, 0.0], [0.0, 0.0, 0.0], [0.0, 0.0, 0.0], [0.0, 0.0, 0.0], [0.0, 0.0, 0.0], [0.0, 0.0, 0.0], [0.0, 0.0, 0.0], [0.0, 0.0, 0.0], [0.0, 0.0, 0.0], [0.0, 0.0, 0.0], [0.0, 0.0, 0.0], [0.0, 0.0, 0.0], [0.0, 0.0, 0.0], [0.0, 0.0, 0.0], [0.0, 0.0, 0.0], [0.0, 0.0, 0.0], [0.0, 0.0, 0.0], [0.0, 0.0, 0.0], [0.0, 0.0, 0.0], [0.0, 0.0, 0.0], [0.0, 0.0, 0.0], [0.0, 0.0, 0.0], [0.0, 0.0, 0.0], [-0.1, -0.1, -0.2], [0.0, 0.0, 0.1], [0.2, -0.1, 0.1], [0.0, 0.0, 0.0], [0.0, 0.0, 0.0], [0.0, 0.0, 0.0], [0.0, 0.0, 0.0]]
}



{
  "formula": "C4H8N2O",
  "method": "ωB97M-V/def2-TZVPD",
  "gap_ev": 10.433,
  "lumo_ev": 0.93,
  "largest_force_ev_per_a": 0.80,
  "homo_ev": -9.5,
  "de_lowest_kj_mol": 378.27,
  "species": ["N", "C", "C", "C", "C", "N", "O", "H", "H", "H", "H", "H", "H", "H", "H"],
  "positions_angstrom": [[-2.2344, -0.2969, 0.1736], [-0.8158, -0.5122, 0.3639], [-0.0359, -0.9387, -0.9015], [1.2012, -0.2124, -0.3760], [0.2339, 0.6060, 0.4581], [0.4468, 1.7842, 0.8883], [1.8139, 1.9908, 0.4879], [-2.6355, -1.1828, -0.1314], [-2.7008, -0.0656, 1.0451], [-0.5709, -1.2290, 1.1717], [-0.4463, -0.3698, -1.7435], [0.0489, -1.9939, -1.1593], [1.8550, 0.2844, -1.0989], [1.8150, -0.7915, 0.3238], [2.0250, 2.9275, 0.4985]],
  "forces_ev_per_angstrom": [[0.0, 0.0, 0.2], [0.1, 0.0, 0.0], [-0.1, -0.4, -0.2], [0.0, -0.1, 0.0], [0.6, 0.1, -0.2], [0.2, -0.6, -0.5], [0.2, 0.4, 0.3], [0.0, 0.2, 0.0], [0.1, 0.1, 0.0], [0.0, 0.2, -0.1], [0.0, -0.2, 0.1], [-0.2, 0.0, 0.1], [-0.3, 0.0, 0.3], [0.0, -0.2, -0.3], [-0.6, 0.3, 0.4]]
}



{
  "formula": "CH3N2O2",
  "method": "ωB97M-V/def2-TZVPD",
  "gap_ev": 8.298,
  "lumo_ev": 4.57,
  "largest_force_ev_per_a": 3.12,
  "homo_ev": -3.7,
  "de_lowest_kj_mol": 294.92,
  "charge": -1,
  "species": ["C", "N", "N", "O", "O", "H", "H", "H"],
  "positions_angstrom": [[0.8238, 0.0021, -0.6276], [0.3224, -0.3019, 0.7171], [-0.9099, -0.0321, 0.9060], [-1.4835, -0.1959, 2.0051], [-1.6067, 0.4079, -0.0366], [0.3597, -0.5911, -1.4153], [1.8288, -0.2541, -0.5915], [0.6654, 0.9651, -0.9572]],
  "forces_ev_per_angstrom": [[-2.0, -2.1, 1.2], [1.2, -0.2, 0.4], [-0.8, 0.3, -0.7], [0.7, -0.4, 0.8], [-0.6, 0.6, -1.2], [-0.3, -0.5, -0.1], [2.1, -0.3, 0.0], [-0.2, 2.6, -0.4]]
}